C50H69AuO2P2SSi as an isolated structure, computed with ωB97M-V/def2-TZVPD.

Last column: Mulliken charge in e.
CARTESIAN COORDINATES (ANGSTROEM)
Au -0.08 0.29 0.35  1.50
S 6.48 -5.25 3.55  -0.26
P -0.29 2.69 0.73  -1.16
P -0.77 -1.53 -1.44  0.11
Si 0.73 1.11 -1.78  0.99
O -1.72 -1.12 0.96  -0.61
O 4.32 -6.55 2.72  -0.50
C 5.44 -3.92 3.01  -0.01
C 2.53 -1.13 1.76  0.33
C 2.38 3.28 0.99  0.04
C 0.48 0.04 -3.29  0.47
C 1.01 0.40 -4.53  -0.25
C -2.09 -1.56 2.24  0.80
C 2.58 1.38 -1.70  -1.76
C -2.59 -1.36 -1.71  0.91
C 5.95 -7.93 3.81  -1.17
C 0.92 -0.46 -5.61  -1.00
C -3.21 0.28 -3.56  -0.71
C 1.60 -0.41 1.43  -0.94
C 5.38 -6.64 3.27  0.77
C 0.19 -3.90 1.09  -0.04
C 3.90 -2.15 3.54  -0.74
C -0.17 -2.09 -4.21  -0.31
C 4.27 -2.78 1.25  -0.42
C -0.93 -3.91 0.05  -0.81
C 1.60 5.88 0.64  -0.52
C -2.05 3.82 2.85  -1.65
C -0.42 -3.34 -1.30  0.02
C -4.43 -0.55 -4.00  -0.86
C -0.58 3.49 -0.88  -0.07
C 0.82 5.15 1.73  -1.00
C -2.94 0.11 -2.07  -0.10
C -3.87 3.32 0.59  -0.31
C 1.10 -3.56 -1.46  -0.94
C 5.19 -3.73 1.66  -0.31
C 3.43 4.30 1.43  -1.23
C -4.20 4.37 1.65  -1.36
C -2.92 4.94 2.27  -0.30
C -0.54 3.22 -3.27  -0.24
C 1.01 3.62 1.62  0.23
C -3.60 -1.81 2.27  -1.30
C 1.31 -4.87 0.70  -0.43
C 3.12 5.68 0.83  -0.99
C -1.70 -0.59 3.35  -1.35
C -1.76 2.68 1.88  1.40
C -3.04 2.18 1.20  0.33
C -3.21 -2.34 -2.71  -0.32
C 0.34 -1.72 -5.44  -0.95
C 4.82 -3.10 3.95  -0.43
C -0.20 2.75 -2.00  0.46
C 1.52 -4.88 -0.83  -1.23
C 3.58 -2.00 2.19  0.36
C -1.48 5.22 -2.32  -0.76
C -1.19 4.74 -1.05  -0.24
C -4.58 -1.82 -3.15  -1.14
C -1.18 4.45 -3.43  -1.09
C -0.12 -1.20 -3.13  -0.06
H -1.44 5.34 -0.19  0.42
H 0.92 -5.68 -1.28  0.37
H 5.70 -4.36 0.93  0.44
H -1.77 -3.32 0.40  0.05
H 2.29 3.31 -0.10  -0.38
H -5.10 -2.59 -3.72  0.51
H -4.13 -0.87 2.10  0.17
H 4.42 3.97 1.12  0.46
H 3.52 6.46 1.48  0.39
H -4.79 2.91 0.17  0.57
H 1.51 1.35 -4.66  0.49
H -2.58 -2.46 -3.60  0.13
H 3.40 -1.52 4.27  0.48
H -2.37 5.49 1.51  0.06
H -2.79 1.43 0.44  -0.92
H -0.31 2.63 -4.14  0.40
H -3.91 -2.23 3.23  0.37
H -1.42 4.80 -4.42  0.43
H 2.85 2.40 -1.98  0.46
H 5.04 -3.23 5.00  0.44
H -2.14 0.78 -1.75  -0.68
H -2.98 -1.56 -0.71  0.33
H -1.95 6.19 -2.43  0.46
H -1.39 1.85 2.49  -0.59
H -0.59 -3.08 -4.09  0.35
H 2.23 -4.58 1.20  -0.11
H -3.17 5.65 3.06  0.44
H -0.65 -0.31 3.24  0.19
H -5.34 0.05 -3.92  0.36
H -5.18 -1.61 -2.26  0.34
H 0.29 -2.41 -6.27  0.47
H 1.65 -2.73 -0.98  0.20
H -2.32 -0.02 -4.12  0.02
H 3.07 0.69 -2.40  0.55
H 1.33 -0.18 -6.57  0.41
H -4.79 5.17 1.21  0.50
H 2.97 1.17 -0.70  0.39
H 1.38 -3.55 -2.52  0.49
H 5.65 -8.01 4.86  0.28
H -3.38 1.34 -3.78  0.48
H -4.32 -0.83 -5.05  0.38
H -0.20 -4.18 2.07  0.76
H -4.81 3.91 2.44  0.39
H -2.33 0.31 3.31  0.20
H 1.36 6.95 0.67  0.62
H 0.57 -2.88 1.18  -0.51
H 2.56 -5.10 -1.06  0.46
H -1.59 -2.51 2.46  -0.35
H -3.83 0.41 -1.51  0.46
H 1.30 5.51 -0.34  -0.13
H 0.97 3.18 2.62  0.83
H -3.65 1.67 1.95  0.76
H 4.06 -2.65 0.20  0.41
H 7.04 -7.93 3.76  0.37
H 1.07 -5.88 1.04  0.43
H -3.31 -3.33 -2.24  0.42
H -1.83 -1.06 4.33  0.53
H -1.28 -4.94 -0.10  0.62
H 5.54 -8.77 3.26  0.32
H 3.61 5.78 -0.14  0.34
H -3.32 3.79 -0.22  0.05
H -2.60 3.37 3.69  0.54
H -0.95 -3.84 -2.11  0.95
H 2.66 2.27 1.27  0.23
H -3.88 -2.52 1.48  0.24
H -0.24 5.42 1.68  0.24
H -1.13 4.23 3.27  0.46
H 1.18 5.48 2.71  0.55
H 3.43 4.35 2.52  0.35

For the energy above the lowest of the compared OMol25 structures with the same formula, charge and spin, the calculation gives 10.86 kcal per mole. For the LUMO energy, the calculation gives -0.22 eV. As for the strongest force on any atom: 2.045 eV Å⁻¹. As for the energy: -3603.184280 Eh.